1.
Computed, not measured: a molecular structure, CHBeF4O at a distorted geometry, with ωB97M-V/def2-TZVPD.

CARTESIAN COORDINATES (ANGSTROEM)
F1 -1.11246 -0.38526 -0.93756
H1 2.31584 -0.81570 -0.64122
F2 -0.69280 -0.88846 1.25609
Be1 1.25372 0.95273 -0.21536
C1 -1.03617 -0.05075 0.31866
F3 -2.21491 0.40753 0.64668
O1 1.54332 -0.27395 -0.80228
F4 -0.05654 1.05386 0.37500

The gap between HOMO and LUMO comes out at 0.4086 Ha. The calculation puts the HOMO energy at -17.485 eV. Its net charge is +1. The calculation puts the electronic energy at -527.90300 Ha.



2.
Computed, not measured: a molecular structure, C31H63NO17S at a distorted geometry, with ωB97M-V/def2-TZVPD.

CARTESIAN COORDINATES (ANGSTROEM)
H1 1.30217 -2.92370 3.10214
H2 -10.10791 3.36909 6.45294
C1 -4.42369 -2.71304 0.62382
C2 2.75346 4.16643 -8.59147
H3 9.35335 -4.24028 -2.53451
H4 -6.28593 -1.15335 3.97617
H5 -9.52777 1.70109 6.48862
H6 -2.55248 -4.33321 -0.59311
H7 -1.59628 -2.97283 2.63150
H8 7.34040 -4.12476 -1.10177
H9 6.90002 -0.39122 -7.85075
C3 5.38671 0.44851 -3.35602
O1 2.15121 6.66484 0.95129
H10 -1.33299 -1.66919 -0.20524
O2 3.17781 3.25773 -7.57262
H11 3.60307 6.55145 2.43235
H12 -0.72312 1.48167 1.26944
C4 3.51873 6.48411 1.34794
C5 -3.12768 -3.32897 1.11835
H13 4.92914 -0.33786 -6.37388
H14 -2.71133 -0.44911 0.74535
C6 -3.69881 -0.22913 0.36216
C7 2.44954 -2.35642 -0.05577
H15 3.97587 5.12616 -0.25858
N1 -3.36387 -3.06361 3.64182
H16 3.61689 4.62946 -9.06631
H17 4.79992 1.23586 -2.89232
H18 5.15366 5.11378 1.06804
H19 -5.35810 -1.18604 -0.52058
S1 -2.26586 -5.66123 1.52796
H20 -1.22848 0.37593 2.50499
C8 8.83347 -3.29244 -2.39720
O3 -2.38702 -6.72478 0.61183
H21 1.33147 -1.26567 -1.48066
C9 -1.28301 1.41528 2.20021
H22 2.14258 3.66146 -9.33601
O4 -8.13498 0.43488 4.69901
C10 3.80504 2.17149 -8.03184
H23 3.03051 -1.46500 0.17867
H24 -3.87616 -1.73965 -1.19403
C11 6.35060 0.53879 -7.70867
H25 -1.84731 -2.55839 -1.59421
H26 -0.89848 4.37982 1.42421
H27 -3.26548 0.34341 3.24885
O5 -1.96377 -6.01270 2.86197
O6 0.04939 6.19923 1.11794
H28 3.58439 4.32565 1.25831
H29 -1.01785 5.53189 2.78210
O7 5.74427 -0.47374 -2.32501
H30 -2.67427 -1.61171 2.39316
C12 -5.86583 -0.90473 4.95025
H31 -4.90615 -3.48285 0.02928
H32 -5.22235 -0.27535 1.95405
O8 6.53752 -1.85235 -3.92957
C13 1.88557 -2.29794 2.43501
C14 -7.15015 1.02926 5.05650
C15 6.34813 -1.57706 -2.77123
C16 1.11041 -1.86595 -0.60686
H33 0.67309 -1.23540 0.15647
O9 -1.21679 -4.60311 0.91138
H34 1.22977 -1.48583 2.14016
O10 -3.53896 -4.70352 1.54480
C17 -9.21580 2.74412 6.48715
H35 4.05767 7.32715 0.92012
C18 2.33789 -3.14825 1.24201
H36 -8.03768 4.09675 5.31126
O11 3.97034 1.89420 -9.19163
H37 0.47115 -3.92061 -0.50478
H38 4.78831 -0.03692 -4.12262
H39 -4.25178 1.76550 3.09893
O12 -2.60778 1.82352 1.91085
C19 1.25703 5.93913 1.62216
H40 8.90581 -2.72447 -3.32322
O13 -7.07960 2.32107 5.37398
H41 3.02419 -2.88871 -0.80746
O14 1.49136 5.18025 2.52833
H42 9.34061 -2.72103 -1.61871
H43 6.85559 1.13456 -6.94687
H44 -3.05187 -3.94649 4.01812
H45 -5.09509 1.22828 1.02720
C20 4.92489 0.24809 -7.29070
H46 0.25068 -3.12945 -2.05642
H47 6.38046 1.10217 -8.64001
H48 -3.55002 0.50342 -0.42012
H49 2.72256 -1.90453 2.99510
O15 -5.93004 0.50316 5.19047
H50 -8.81697 2.83868 4.35967
H51 3.32963 -3.51815 1.47511
C21 -8.31747 3.04516 5.30606
H52 2.16160 4.93144 -8.09754
H53 4.39662 -0.32751 -8.05024
H54 -4.36021 -3.05495 3.47802
C22 7.38864 -3.53604 -2.01562
C23 -4.53646 0.42122 1.48417
O16 6.69767 -2.31275 -1.71793
H55 -8.68826 2.93249 7.42306
C24 -2.62546 -2.68885 2.45213
H56 -5.08947 -2.54300 1.46199
H57 -0.79458 2.04944 2.93605
C25 -1.31275 -2.64894 -0.66122
C26 -3.63301 1.07147 2.53026
H58 -4.81501 -1.18228 4.96980
C27 -4.34063 -1.46349 -0.25745
H59 1.66985 -3.99523 1.13356
H60 6.85559 -4.08394 -2.79237
O17 4.20365 1.45220 -6.98319
H61 -6.39164 -1.44618 5.73509
H62 -1.93825 5.80811 1.29525
H63 6.28214 0.88520 -3.79616
C28 -2.04089 -3.70425 0.13985
C29 0.15272 -3.00822 -0.98634
C30 -1.00508 5.42774 1.69961
C31 4.09379 5.18453 0.82441

The gap between HOMO and LUMO comes out at 0.3684 Ha. The calculation puts the HOMO energy at -9.650 eV. The calculation puts the electronic energy at -2951.01367 Ha.